Formula: C5H6N
Source: the OMol25 dataset
Level of theory: the ωB97M-V functional and the def2-TZVPD basis

XYZ file:
```
12
Properties=species:S:1:pos:R:3:forces:R:3
C -4.036 0.207 -0.085 1.0432 0.0967 0.3652
C -2.872 0.023 0.135 0.5865 -0.0508 -0.7589
N -1.558 -0.139 0.030 4.8931 0.9334 1.1682
C -0.357 -0.068 0.106 -5.4390 -1.1140 -0.8717
C 0.989 -0.473 -0.092 3.7666 -0.4231 4.5480
C 2.405 0.378 0.110 -2.4376 -0.0947 -2.0768
H -5.022 0.521 -0.239 -0.9712 -0.0140 -0.0516
H 1.307 -1.303 0.747 -1.7730 1.5967 -1.8874
H 1.117 -0.923 -1.017 -0.3305 -0.9536 -1.9565
H 2.380 1.153 0.805 -0.1989 0.4404 2.2855
H 2.520 1.039 -0.749 0.4606 -0.8672 -0.6933
H 3.125 -0.417 0.248 0.4003 0.4502 -0.0705
```
Positions in Å, forces in eV/Å.

The value obtained for the max |F| is 5.92 eV/A. The calculation puts the LUMO energy at -5.65 eV. The energy above the lowest of the compared OMol25 structures with the same formula, charge and spin is 110.4 kcal per mole. The calculation puts the HOMO energy at -0.56606 hartree. Its net charge is +1.

Formula: C5H6N
Source: the OMol25 dataset
Level of theory: the ωB97M-V functional and the def2-TZVPD basis

XYZ file:
```
12
Properties=species:S:1:pos:R:3:forces:R:3
C 0.870 0.357 0.044 -1.2123 -0.1800 1.0706
C 0.069 1.488 0.038 -1.3073 1.7362 -0.2705
C 2.007 -0.215 -0.194 1.7619 1.4039 0.1086
C -1.138 -0.555 -0.412 -0.1288 -0.7110 -1.6939
C -0.440 -0.134 0.768 2.2509 -1.4562 0.6435
N -1.268 0.819 -0.072 2.1429 0.6395 -0.1268
H 2.322 -1.056 0.361 0.2420 -0.9885 0.2429
H 2.769 0.382 -0.709 -0.4086 -0.6435 -0.3816
H -0.600 -0.659 -1.327 0.2884 -0.7287 -0.4034
H -1.964 -1.155 -0.246 -1.8843 -0.9117 0.0625
H -0.492 -0.561 1.778 -0.6381 0.9930 -0.2611
H -2.134 1.288 -0.028 -1.1068 0.8471 1.0091
```
Positions in Å, forces in eV/Å.

The value obtained for the max |F| is 2.76 eV/A. The calculation puts the LUMO energy at -5.41 eV. The energy above the lowest of the compared OMol25 structures with the same formula, charge and spin is 157.4 kcal per mole. The calculation puts the HOMO energy at -0.52074 hartree. Its net charge is +1.

Formula: C5H6N
Source: the OMol25 dataset
Level of theory: the ωB97M-V functional and the def2-TZVPD basis

XYZ file:
```
12
Properties=species:S:1:pos:R:3:forces:R:3
C -0.618 1.453 0.104 0.3340 3.1584 -0.3322
C -1.442 0.481 -0.609 -0.6505 0.3131 -1.7723
C -1.653 0.453 1.014 0.9597 -2.4851 -0.0303
C -0.870 -0.664 0.136 -1.2683 -0.1350 2.0799
C 1.338 0.149 -0.846 1.1254 0.0169 -1.1900
N 0.153 0.267 -0.074 -0.5422 -0.6831 1.7485
H -1.104 0.695 1.924 0.3715 -0.0542 -0.1767
H -2.734 0.467 1.142 0.0949 0.0272 -0.3787
H -0.881 -1.738 0.050 -0.0059 -0.1159 -0.1800
H 1.355 -0.780 -1.417 -0.1152 0.0977 0.0609
H 1.430 1.013 -1.508 -0.0940 -0.1177 0.0528
H 2.196 0.167 -0.168 -0.2095 -0.0224 0.1182
```
Positions in Å, forces in eV/Å.

The value obtained for the max |F| is 3.19 eV/A. The calculation puts the LUMO energy at -5.68 eV. The energy above the lowest of the compared OMol25 structures with the same formula, charge and spin is 198.2 kcal per mole. The calculation puts the HOMO energy at -0.55693 hartree. Its net charge is +1.